(1)
C24H42NP3SSn as an isolated structure in a non-equilibrium geometry. Source: the Open Molecules 2025 dataset; level of theory: ωB97M-V with the def2-TZVPD basis set.

Geometry (Å):
Sn1 -0.2209 0.1056 -0.3920
P1 1.7214 1.6146 0.9632
P2 -1.8705 0.8287 2.0770
P3 -1.3837 2.2344 -1.3111
H1 0.3392 -4.7776 -7.3004
C1 0.4961 -3.7641 -7.7335
C2 1.7389 -3.2682 -7.8019
H2 2.5683 -3.8772 -7.4107
C3 3.0989 0.6135 1.6595
C4 1.3143 2.7340 2.3626
C5 2.6118 2.6990 -0.2218
C6 -3.4558 -0.0920 1.8445
C7 -1.4145 0.2604 3.7667
C8 -2.4284 2.5302 2.4972
C9 -0.9290 2.3707 -3.0732
C10 -1.1866 3.9052 -0.6341
C11 -3.1869 1.9103 -1.3482
H3 -0.3781 -3.2843 -8.1976
H4 1.9863 -2.3436 -8.3204
H5 3.2189 -0.3119 1.0778
H6 2.8852 0.3411 2.7010
H7 4.0361 1.1798 1.6254
H8 0.8472 2.1955 3.2015
H9 0.6431 3.5356 2.0215
H10 2.2614 3.1818 2.7030
H11 3.1177 2.0908 -0.9828
H12 3.3544 3.2672 0.3541
H13 1.9163 3.3925 -0.7086
H14 -4.1411 0.0944 2.6858
H15 -3.2460 -1.1689 1.7858
H16 -3.9454 0.2053 0.9095
H17 -2.0229 0.6764 4.5663
H18 -0.3659 0.4720 4.0120
H19 -1.5029 -0.8297 3.8015
H20 -3.0226 2.5086 3.4255
H21 -3.0349 2.9620 1.7008
H22 -1.5680 3.1953 2.6634
H23 -1.5300 3.1748 -3.4968
H24 -1.1151 1.4514 -3.6375
H25 0.1317 2.6096 -3.2002
H26 -1.9381 4.5165 -1.1587
H27 -0.1824 4.2939 -0.8463
H28 -1.3792 3.9449 0.4452
H29 -3.5809 2.5431 -2.1588
H30 -3.6929 2.1691 -0.4027
H31 -3.3959 0.8509 -1.5783
C12 0.5271 -1.2328 -3.3568
C13 -0.8751 -1.3875 -3.4143
C14 -1.4475 -2.3798 -4.2112
C15 -0.6068 -3.1529 -5.0298
C16 0.8002 -3.0624 -4.8986
C17 1.3587 -2.0238 -4.1704
S1 1.4337 -0.1464 -2.3693
H32 -0.9087 -1.5389 -0.7573
H33 -1.4857 -0.7754 -2.7468
H34 -2.5341 -2.5227 -4.1944
H35 -1.0374 -3.8213 -5.7838
H36 1.4802 -3.7093 -5.4574
H37 2.4334 -1.8268 -4.1871
N1 0.7300 -1.8986 1.6123
C18 1.0446 -2.0333 2.7311
C19 1.3445 -2.1119 4.1434
C20 0.3348 -2.5234 5.0313
C21 0.4767 -2.3219 6.4015
C22 1.6492 -1.7649 6.9074
C23 2.6988 -1.4388 6.0383
C24 2.5577 -1.6500 4.6629
H38 -0.5767 -2.9848 4.6289
H39 -0.3217 -2.5958 7.0852
H40 1.7443 -1.5653 7.9658
H41 3.6142 -1.0289 6.4472
H42 3.3969 -1.4438 3.9865

Atoms 1-2, force components in eV/Å:
-0.4 0.4 2.9
1.5 -0.3 0.3

Summary:
**E_HOMO (spin up / spin down)**: -0.6657 / -0.6657 Ha
**Net charge**: +4
**Orbital gap (spin up / spin down)**: 1.99 / 1.97 eV
**Molar mass**: 588.3 g mol⁻¹

---

(2)
C44H58BGeN7O4OsS3 as an isolated structure. Source: the Open Molecules 2025 dataset; level of theory: ωB97M-V with the def2-TZVPD basis set.

Geometry (Å):
Os1 1.3077 -0.5749 0.1531
C1 3.3943 -2.6580 5.8091
C2 3.2211 -2.5987 4.2945
C3 1.7518 -2.8446 3.9595
C4 4.1522 -3.6206 3.6490
N1 3.6079 -1.2203 3.8194
C5 4.0335 -0.2003 4.6453
C6 4.2710 0.8770 3.8666
N2 3.9938 0.5295 2.5657
B1 4.1689 1.5651 1.4118
N3 4.7614 0.8860 0.1447
C7 6.1006 0.5664 0.1413
C8 6.3909 -0.0003 -1.0480
N4 5.2282 -0.0204 -1.7892
C9 4.2474 0.5192 -1.0397
S1 2.5891 0.7314 -1.4999
C10 5.1127 -0.5881 -3.1805
C11 4.1772 -1.7946 -3.1363
C12 4.6209 0.5003 -4.1312
C13 6.4953 -1.0424 -3.6367
N5 2.8790 2.4105 1.1849
C14 3.0021 3.7086 0.7531
C15 1.7937 4.3033 0.8650
N6 0.9127 3.3680 1.3563
C16 1.5910 2.2188 1.5174
S2 0.9118 0.6912 2.0493
C17 -0.4704 3.7149 1.8788
C18 -0.7943 5.1434 1.4535
C19 -1.5472 2.7992 1.3193
C20 -0.3891 3.6247 3.4004
C21 3.5931 -0.7467 2.5616
S3 3.1552 -1.6371 1.1243
H1 3.0904 -3.6504 6.1368
H2 2.7619 -1.9353 6.3237
H3 4.4315 -2.5177 6.1125
H4 1.4683 -3.8193 4.3547
H5 1.5557 -2.8412 2.8887
H6 1.1210 -2.0923 4.4345
H7 3.9219 -4.6076 4.0478
H8 5.1923 -3.3952 3.8849
H9 4.0386 -3.6574 2.5678
H10 4.1447 -0.3169 5.7044
H11 4.6214 1.8585 4.1260
H12 4.9974 2.3394 1.7986
H13 6.7388 0.7839 0.9777
H14 7.3274 -0.3626 -1.4217
H15 3.1652 -1.5187 -2.8427
H16 4.5558 -2.5425 -2.4384
H17 4.1362 -2.2413 -4.1289
H18 3.6184 0.8453 -3.8906
H19 4.6018 0.0941 -5.1416
H20 5.2994 1.3533 -4.1223
H21 6.8869 -1.8561 -3.0261
H22 7.2123 -0.2221 -3.6537
H23 6.3999 -1.4141 -4.6550
H24 3.9447 4.1119 0.4326
H25 1.5073 5.3125 0.6481
H26 -0.7407 5.2592 0.3708
H27 -0.1549 5.8826 1.9350
H28 -1.8181 5.3524 1.7572
H29 -1.6065 2.8861 0.2381
H30 -2.4958 3.1248 1.7420
H31 -1.4190 1.7538 1.5835
H32 0.3876 4.2820 3.7927
H33 -0.1879 2.6038 3.7279
H34 -1.3440 3.9280 3.8269
O1 -0.1794 1.7887 -1.5105
C22 -0.6351 0.6839 -1.6626
O2 -0.3800 -0.3156 -0.7948
C23 -1.4561 0.2406 -2.8412
C24 -2.6027 -0.7197 -2.5245
Ge1 -4.2485 0.0375 -1.7592
C25 -4.6926 1.7356 -2.5857
C26 -3.8643 2.8465 -2.4073
C27 -4.1745 4.0649 -2.9927
C28 -5.3227 4.1909 -3.7629
C29 -6.1576 3.0992 -3.9431
C30 -5.8423 1.8783 -3.3604
C31 -4.1576 0.3074 0.1740
C32 -3.5353 -0.6230 1.0071
C33 -3.6556 -0.5387 2.3865
C34 -4.4170 0.4742 2.9555
C35 -5.0411 1.4075 2.1415
C36 -4.9022 1.3296 0.7609
C37 -5.6584 -1.2827 -2.0222
C38 -6.9177 -1.0506 -1.4670
C39 -7.9393 -1.9778 -1.6020
C40 -7.7159 -3.1607 -2.2931
C41 -6.4701 -3.4103 -2.8464
C42 -5.4515 -2.4748 -2.7131
H35 -0.7411 -0.2670 -3.4998
H36 -1.7861 1.1381 -3.3632
H37 -2.2512 -1.5211 -1.8699
H38 -2.9182 -1.1886 -3.4585
H39 -2.9736 2.7724 -1.7911
H40 -3.5235 4.9173 -2.8487
H41 -5.5670 5.1403 -4.2197
H42 -7.0552 3.1969 -4.5388
H43 -6.5006 1.0314 -3.5124
H44 -2.9568 -1.4338 0.5756
H45 -3.1743 -1.2721 3.0210
H46 -4.5336 0.5273 4.0296
H47 -5.6408 2.1934 2.5816
H48 -5.3934 2.0651 0.1337
H49 -7.1049 -0.1377 -0.9114
H50 -8.9106 -1.7789 -1.1696
H51 -8.5132 -3.8834 -2.4020
H52 -6.2957 -4.3285 -3.3919
H53 -4.4891 -2.6839 -3.1653
N7 -0.5849 -5.3853 -0.7156
C43 0.3072 -4.4652 -1.4911
C44 0.5200 -3.2323 -0.6040
O3 1.3228 -2.3671 -1.0551
O4 -0.1249 -3.1797 0.4442
H54 -1.3871 -5.7184 -1.2486
H55 -0.8805 -4.7629 0.0807
H56 -0.0879 -6.1924 -0.3395
H57 -0.2045 -4.1588 -2.4018
H58 1.2431 -4.9470 -1.7597

Atoms 1-2, force components in eV/Å:
0.2 0.0 -0.2
0.0 0.0 0.0

Summary:
**2S+1**: 5
**E_HOMO (spin up / spin down)**: -0.4534 / -0.4534 Ha
**Net charge**: +2
**Orbital gap (spin up / spin down)**: 7.39 / 5.69 eV
**⟨S²⟩**: 6.025
**Molar mass**: 1118.8 g mol⁻¹

---

(3)
A 2-piece molecular cluster, C3H10N3Si overall in a non-equilibrium geometry. Source: the Open Molecules 2025 dataset; level of theory: ωB97M-V with the def2-TZVPD basis set.

Geometry (Å):
C1 -0.0675 0.5371 -2.0692
C2 0.5649 -1.9033 -0.3642
C3 -1.9458 0.0650 0.3154
N1 0.9969 0.8341 0.7870
N2 1.4949 0.9109 1.8464
N3 2.0802 1.0733 2.7918
Si1 -0.0967 -0.1136 -0.2085
H1 -0.9734 0.3244 -2.4297
H2 0.2083 1.5993 -1.9699
H3 0.6666 0.0336 -2.6814
H4 0.1865 -2.3768 -1.3727
H5 1.6153 -1.8880 -0.5102
H6 0.3378 -2.5807 0.5026
H7 -2.2160 -0.6468 1.0914
H8 -2.1233 1.0677 0.4367
H9 -2.5517 -0.1489 -0.4985
H10 1.8232 3.2127 4.3330

Atoms 1-2, force components in eV/Å:
4.2 0.9 3.8
-1.3 -1.3 -0.2

Summary:
**E_HOMO (spin up / spin down)**: -0.5367 / -0.5316 Ha
**Net charge**: +1
**Orbital gap (spin up / spin down)**: 10.52 / 4.93 eV
**Molar mass**: 116.2 g mol⁻¹